This record from the Open Molecules 2025 dataset describes an isolated molecule of C3H2ClNO2 at a distorted geometry. The level of theory is the ωB97M-V functional and the def2-TZVPD basis.

```
! RIJCOSX wB97M-V def2-TZVPD def2/J DEFGRID3
* xyz 0 1
C -0.120 -1.014 -0.135
C 0.622 0.909 -0.153
C -0.859 0.278 0.156
N 1.068 -0.354 -0.361
O -0.286 -2.206 -0.069
O 0.921 2.048 -0.235
Cl -1.529 0.444 1.861
H -1.807 0.558 -0.444
H 1.990 -0.663 -0.619
*
```

Properties
Highest occupied orbital energy = -10.344 eV
Relative energy (zero: lowest compared OMol25 entry of this formula, charge and spin) = 13.8 kcal per mole
Frontier orbital gap = 10.68 eV


This record from the Open Molecules 2025 dataset describes a cluster of 2 separate species, C3H2ClNS in total at a distorted geometry. The level of theory is the ωB97M-V functional and the def2-TZVPD basis.

```
! RIJCOSX wB97M-V def2-TZVPD def2/J DEFGRID3
* xyz 0 1
C -1.795 1.239 -1.448
C 0.966 -1.304 1.115
C 0.826 -0.149 0.535
N -1.366 0.847 -2.399
S 1.116 1.215 -0.168
Cl -1.626 1.973 -0.150
H 0.149 -1.828 1.760
H 1.730 -1.994 0.754
*
```

Properties
Highest occupied orbital energy = -8.763 eV
Relative energy (zero: lowest compared OMol25 entry of this formula, charge and spin) = 84.8 kcal per mole
Frontier orbital gap = 8.32 eV


This record from the Open Molecules 2025 dataset describes a structure of composition C3H2CrO2 at a distorted geometry. The level of theory is the ωB97M-V functional and the def2-TZVPD basis.

```
! RIJCOSX wB97M-V def2-TZVPD def2/J DEFGRID3
* xyz 2 5
O 1.126 0.198 0.140
C -1.255 1.891 0.972
C 0.012 -0.311 0.280
O -1.548 1.027 -0.059
C -1.056 0.408 1.150
Cr 2.878 -0.117 -0.261
H -0.184 -1.360 0.007
H -1.762 -0.141 1.774
*
```

Properties
Highest occupied orbital energy (alpha / beta) = -18.794 / -18.783 eV
Relative energy (zero: lowest compared OMol25 entry of this formula, charge and spin) = 60.4 kcal per mole
Frontier orbital gap (alpha / beta) = 5.52 / 6.76 eV


This record from the Open Molecules 2025 dataset describes a structure of composition C3H2CsFO at a distorted geometry. The level of theory is the ωB97M-V functional and the def2-TZVPD basis.

```
! RIJCOSX wB97M-V def2-TZVPD def2/J DEFGRID3
* xyz 0 1
C -1.231 0.160 0.290
O -0.010 1.298 0.059
C 0.846 0.197 0.003
C -0.165 -0.786 0.119
F -2.277 0.196 -0.608
H -1.625 0.420 1.280
H -0.166 -1.824 -0.208
Cs 4.627 0.339 -0.936
*
```

Properties
Highest occupied orbital energy = -5.953 eV
Frontier orbital gap = 4.76 eV


no.,energy (eV)
1,-21250.1675
2,-27987.0814
3,-35632.8090
4,-8451.1960